Entry from the Open Molecules 2025 dataset: a structure of composition C4H10N2 (ωB97M-V/def2-TZVPD).

Values from the calculation:
- LUMO energy: 0.8 eV
- HOMO energy: -7.5 eV
- Total energy: -267.8251 hartree

```
! RIJCOSX wB97M-V def2-TZVPD def2/J DEFGRID3
* xyz 0 1
C 1.1345 1.2158 -0.4263
C 1.1717 -1.1055 0.5708
C -1.0215 0.0326 -0.0131
C 0.3786 0.1749 0.3999
N -1.6997 0.9242 0.6905
N -1.5585 -0.9493 -0.7641
H -2.5515 -1.1129 -0.8016
H -2.6183 1.2313 0.3566
H -0.5031 1.0662 1.2553
H -0.9452 -1.6111 -1.2102
H 1.4249 0.8320 -1.4180
H 2.0559 1.5055 0.0860
H 0.5456 2.1239 -0.5776
H 2.1179 -0.9018 1.0787
H 1.4372 -1.5782 -0.3918
H 0.6318 -1.8478 1.1649
*
```

Results of the natural (NBO) charge analysis, in e, for atoms 1 through 6: number 1, C, carries -0.60; number 2, C, carries -0.62; number 3, C, carries 0.49; number 4, C, carries -0.39; number 5, N, carries -0.83; number 6, N, carries -0.79